Record 1
The molecule C9H18N2O3S, computed with wB97M-V/def2-TZVPD.

```
33
C9H18N2O3S wB97M-V/def2-TZVPD
C -1.894 -0.221 -3.196
C -0.988 -0.027 -1.866
C 0.162 -1.026 -1.675
C -0.521 -2.380 -1.174
C 1.185 -0.483 -0.582
N 0.449 -0.402 0.680
C 1.241 -0.177 1.822
O 2.335 -0.661 1.992
C 0.585 0.759 2.868
N 0.651 2.201 2.698
C -0.922 0.401 3.251
S -2.146 0.966 1.996
C 1.848 0.832 -1.031
O 1.656 1.913 -0.504
O 2.588 0.794 -2.159
H -2.685 0.590 -3.173
H -2.485 -1.177 -3.068
H -1.358 -0.193 -4.137
H -0.801 0.987 -1.928
H -1.646 -0.235 -1.072
H 0.626 -1.221 -2.611
H -1.399 -2.677 -1.739
H 0.135 -3.295 -1.198
H -0.735 -2.113 0.012
H 1.992 -1.201 -0.515
H -0.295 0.278 0.658
H 1.064 0.527 3.803
H 1.531 2.396 3.081
H 0.922 2.341 1.655
H -1.043 -0.625 3.322
H -1.011 1.016 4.174
H -1.620 2.175 2.166
H 2.582 -0.060 -2.549
```

## Properties
Gap between HOMO and LUMO ... 9.7 eV
Net charge ... 0
Molecular weight ... 234.321 Da
Relative energy (zero: lowest compared OMol25 entry of this formula, charge and spin) ... 41.05 kcal/mol
Maximum force ... 3.842 eV Å⁻¹
SMILES ... CC[C@H](C)[C@H](NC(=O)[C@@H](N)CS)C(=O)O

Record 2
The molecule C3H5FO, computed with wB97M-V/def2-TZVPD.

```
10
C3H5FO wB97M-V/def2-TZVPD
O 1.646 -0.568 -0.119
C 0.445 -0.234 0.393
C -0.300 1.041 -0.068
C -0.922 -0.268 -0.434
F -2.033 -0.710 0.120
H 1.975 -1.393 -0.091
H 0.230 -0.470 1.490
H -0.722 1.715 0.788
H 0.383 1.598 -0.726
H -0.702 -0.711 -1.353
```

## Properties
Gap between HOMO and LUMO ... 10.0 eV
Net charge ... 0
Molecular weight ... 76.070 Da
Relative energy (zero: lowest compared OMol25 entry of this formula, charge and spin) ... 42.83 kcal/mol
Maximum force ... 5.588 eV Å⁻¹
SMILES ... O[C@H]1C[C@@H]1F

Record 3
A cluster of 2 separate species, C6H10ClN2 in total, computed with wB97M-V/def2-TZVPD.

```
19
C6H10ClN2 wB97M-V/def2-TZVPD
C -1.389 -1.380 -0.114
C -0.951 -2.274 0.801
C -0.126 -3.394 -1.619
C -1.124 -0.782 1.154
C -0.157 1.242 -0.862
C 0.031 0.134 1.410
N 0.556 -2.427 -1.448
N 0.561 0.791 0.368
Cl -1.045 -4.376 -2.278
H -1.387 -1.318 -1.236
H -1.958 -0.438 1.814
H -0.463 2.253 -0.769
H 0.604 1.332 -1.676
H -1.058 0.737 -1.308
H 0.865 -0.297 2.014
H -0.517 0.861 2.098
H 0.807 -1.629 -0.921
H -0.947 -3.097 1.342
H 1.427 0.409 0.161
```

## Properties
Gap between HOMO and LUMO ... 6.2 eV
Net charge ... +1
Molecular weight ... 145.613 Da
Relative energy (zero: lowest compared OMol25 entry of this formula, charge and spin) ... 198.50 kcal/mol
Maximum force ... 9.458 eV Å⁻¹

Record 4
The molecule CHBrF2S, computed with wB97M-V/def2-TZVPD.

```
6
CHBrF2S wB97M-V/def2-TZVPD
F 1.007 0.053 1.091
C 0.578 0.050 -0.153
F 1.301 0.894 -0.891
S -1.220 0.906 -0.011
Br -2.117 -0.925 0.416
H 0.451 -0.978 -0.452
```

## Properties
Gap between HOMO and LUMO ... 9.2 eV
Net charge ... 0
Molecular weight ... 162.986 Da
Relative energy (zero: lowest compared OMol25 entry of this formula, charge and spin) ... 0.00 kcal/mol
Maximum force ... 3.677 eV Å⁻¹
SMILES ... FC(F)SBr